# 1
{
  "formula": "C27H37NO2",
  "method": "wB97M-V/def2-TZVPD",
  "elements": ["C", "H", "C", "H", "C", "H", "C", "C", "H", "C", "C", "H", "C", "C", "H", "H", "H", "H", "H", "H", "H", "H", "O", "H", "H", "H", "H", "H", "H", "H", "C", "H", "C", "H", "H", "H", "H", "C", "H", "H", "H", "H", "C", "C", "C", "H", "C", "N", "H", "C", "C", "C", "H", "C", "C", "C", "O", "H", "C", "H", "C", "H", "C", "H", "C", "H", "C"],
  "coordinates": [[-2.47, -0.99, -1.23], [-0.48, 2.45, 3.90], [-3.19, -0.11, -3.52], [-4.57, 2.38, 1.34], [4.27, -1.20, -0.18], [-2.18, -3.85, -1.37], [-4.12, 0.78, -1.40], [0.43, 2.76, 3.38], [5.02, -1.96, 0.07], [-1.98, -3.25, -2.27], [-2.05, -2.08, 1.05], [-1.27, -3.80, -2.90], [-4.34, 0.74, -0.02], [-1.42, -1.86, -1.92], [-0.13, -0.05, -0.23], [4.08, 2.07, -1.06], [-2.20, -3.12, 0.73], [-2.21, 0.21, -3.89], [0.85, 1.23, -2.32], [-3.93, 0.60, -3.90], [2.52, 2.56, 3.95], [1.81, -3.12, 0.76], [-1.44, 3.50, 0.68], [0.75, 2.11, -0.79], [3.48, -3.54, 0.35], [1.44, 1.41, 4.78], [-3.41, -1.10, -3.94], [-5.97, 1.31, 1.26], [1.83, -0.14, 3.04], [6.28, 1.34, 0.40], [0.33, 2.49, 1.85], [6.73, -0.36, 0.11], [1.64, 1.92, 3.83], [2.26, -3.51, -0.92], [0.95, 3.24, 1.34], [-1.19, -1.37, -2.88], [1.99, 2.56, -1.98], [-0.04, -2.02, -1.20], [-5.64, 2.43, -0.08], [6.57, 0.77, -1.25], [-4.64, 1.53, -2.00], [-0.98, -1.88, 1.10], [6.15, 0.48, -0.28], [1.45, 1.71, -1.54], [-2.75, -1.10, 0.14], [-2.92, -3.17, -2.82], [0.55, -0.83, -0.57], [0.92, 1.18, 1.64], [0.57, 3.83, 3.53], [2.59, -3.00, 0.00], [1.95, -0.58, -0.57], [1.90, 0.90, 2.69], [2.90, 1.02, 2.25], [2.94, -1.57, -0.25], [4.70, 0.11, -0.42], [-3.71, -0.27, 0.71], [-1.67, 1.39, 1.55], [-0.09, -2.85, -0.47], [2.41, 0.73, -0.94], [-3.93, -0.37, 1.77], [-1.08, 2.47, 1.28], [-2.43, -1.98, 2.07], [-3.26, -0.12, -2.01], [0.68, -2.37, -1.97], [-5.18, 1.77, 0.66], [0.17, 0.49, 1.66], [3.75, 1.06, -0.81]],
  "de_lowest_ev": 0.000,
  "orbital_gap_ev": 4.4,
  "lumo_ev": -2.783,
  "charge": 0,
  "total_energy_ha": -1256.16823,
  "homo_energy_ev": -7.205
}

***

# 2
{
  "formula": "C27H38Br2P",
  "method": "wB97M-V/def2-TZVPD",
  "elements": ["H", "H", "C", "H", "Br", "H", "C", "H", "H", "H", "H", "C", "H", "H", "H", "H", "H", "C", "C", "C", "H", "C", "H", "C", "H", "H", "H", "C", "C", "H", "C", "C", "H", "C", "H", "Br", "C", "C", "C", "H", "C", "H", "H", "H", "C", "C", "H", "C", "H", "C", "C", "P", "C", "H", "C", "H", "H", "H", "H", "H", "C", "C", "H", "H", "C", "H", "H", "H"],
  "coordinates": [[1.61, 4.15, -2.05], [-3.42, -4.20, -1.19], [0.15, -1.09, 1.26], [2.97, -1.71, 1.78], [-3.00, -4.96, -4.04], [3.42, -2.35, -4.94], [-3.96, 3.57, 3.80], [-2.73, 4.04, 2.10], [0.35, -1.54, 3.30], [3.89, -1.30, -2.07], [3.44, -0.29, -3.45], [2.89, 3.46, -0.44], [-3.98, 4.59, 4.17], [3.82, 3.74, -0.93], [-1.69, -0.16, -3.45], [3.23, -1.38, 4.23], [1.54, 1.46, 1.15], [1.04, -0.47, -2.11], [-1.25, 0.05, -0.71], [-2.22, -2.25, -3.69], [1.34, 0.49, -2.57], [-1.93, -1.10, -2.93], [0.10, -0.68, -2.63], [-3.25, 3.26, 2.65], [3.04, 3.68, 0.62], [2.64, 1.72, -1.70], [-1.82, 2.50, 0.56], [-4.65, 2.57, 4.51], [1.36, 1.44, 0.06], [2.03, -2.64, 4.57], [-2.96, -3.34, -1.67], [-1.91, -1.14, -1.52], [1.34, -0.18, 2.83], [2.80, -2.32, 3.86], [-0.71, -0.58, 1.71], [-5.55, 2.98, 6.10], [2.66, 1.95, -0.62], [3.97, -2.32, -3.99], [1.03, -1.18, 2.50], [-2.81, -2.20, 0.14], [-3.90, 0.93, 2.87], [-3.89, -0.11, 2.51], [0.58, 2.18, -0.13], [1.41, -1.81, -3.72], [1.87, -1.60, -2.73], [-2.35, 1.65, 1.01], [3.59, -3.08, 3.84], [1.78, 4.33, -0.98], [-3.09, -0.26, 0.46], [-2.71, -3.39, -3.05], [-2.24, 0.43, 0.40], [0.44, -0.17, -0.34], [-2.55, -2.23, -0.92], [2.01, 5.39, -0.87], [2.22, -2.13, 2.46], [-2.01, -2.24, -4.77], [-0.22, -2.09, 0.96], [1.77, -2.53, -2.17], [3.96, -3.32, -3.56], [-5.15, 0.48, 4.57], [3.35, -1.30, -3.02], [-4.62, 1.25, 4.03], [-1.12, 0.96, -1.38], [3.54, 1.43, -0.22], [-3.19, 1.93, 2.17], [5.01, -2.05, -4.20], [0.83, 4.16, -0.46], [1.89, -3.08, 2.05]],
  "orbital_gap_ev": 7.9,
  "lumo_ev": -2.950,
  "charge": 1,
  "total_energy_ha": -6540.70318,
  "homo_energy_ev": -10.860
}

***

# 3
{
  "formula": "C27H38ClFeN4OP2Se",
  "method": "wB97M-V/def2-TZVPD",
  "elements": ["C", "C", "H", "P", "H", "C", "Se", "H", "H", "C", "H", "Cl", "H", "N", "H", "C", "H", "N", "H", "C", "C", "C", "C", "O", "H", "H", "H", "C", "H", "H", "H", "H", "C", "N", "H", "C", "P", "C", "H", "C", "C", "H", "C", "H", "H", "H", "C", "H", "C", "H", "C", "H", "H", "H", "H", "H", "H", "H", "C", "C", "C", "H", "H", "H", "C", "H", "H", "C", "C", "N", "C", "H", "H", "C", "Fe"],
  "coordinates": [[0.65, -1.17, -1.23], [4.51, -0.55, 0.48], [-2.13, -2.66, -6.99], [0.01, 0.12, -2.45], [-1.01, 0.23, 5.72], [-1.11, 3.55, -3.84], [-0.41, 4.38, -5.20], [3.89, 2.13, -1.41], [1.76, 1.15, 4.84], [4.01, 1.54, -0.52], [-3.81, -2.65, -2.18], [5.31, -0.13, -2.07], [-0.82, -1.56, 5.97], [-1.47, 2.95, -2.86], [-4.52, -1.46, -0.98], [3.92, -0.08, 1.65], [-3.72, -1.86, -5.15], [-1.12, 1.70, 2.31], [1.68, -0.27, 1.85], [-4.81, 0.04, -3.75], [-0.35, -0.69, 5.61], [-2.91, 1.58, 1.26], [0.78, -2.17, 3.93], [0.70, -0.09, 2.00], [1.24, 1.66, -3.78], [2.14, 0.18, -3.65], [-1.33, -1.50, 2.43], [-0.77, -0.78, -3.89], [1.33, -0.59, -0.54], [-2.21, -0.59, 3.62], [-0.14, -1.58, -0.64], [-4.41, 0.78, -4.48], [1.97, 0.63, 3.93], [-1.96, 1.66, 0.31], [0.55, -0.50, 6.20], [-0.81, 1.81, 1.01], [-3.28, -0.24, -2.81], [0.10, -1.37, -4.83], [1.81, -2.03, 4.25], [-1.81, -2.18, -6.04], [-3.64, -1.68, -1.68], [1.24, -1.93, -1.73], [4.54, 0.29, -0.61], [0.20, 1.88, 0.57], [0.34, -3.00, 4.45], [-5.20, -0.88, -4.22], [1.50, 0.87, -3.11], [5.00, -1.54, 0.45], [-1.44, -1.37, 3.49], [3.36, 3.13, 0.81], [-0.19, 1.60, 3.43], [3.72, 1.87, 3.79], [-2.77, -1.83, -1.03], [-1.84, -2.37, 3.81], [2.54, -0.27, 4.11], [-5.54, 0.49, -3.09], [0.20, -2.44, -6.73], [2.32, 2.57, 3.05], [-0.10, -0.96, 4.13], [-0.42, -2.02, -5.93], [0.62, 0.25, 3.39], [0.46, 2.42, 3.36], [0.84, -2.48, 2.84], [1.18, -1.10, -4.70], [3.54, 2.05, 0.70], [-0.94, 1.76, 4.26], [2.02, 1.21, -2.17], [3.46, 1.20, 1.80], [2.88, 1.65, 3.11], [-2.46, 1.63, 2.47], [-2.66, -1.72, -5.07], [3.91, -0.69, 2.55], [-3.95, 1.50, 1.09], [-2.13, -0.98, -3.99], [-1.98, 1.51, -1.69]],
  "multiplicity": 5,
  "de_lowest_ev": 0.728,
  "orbital_gap_ev": [8.2, 7.5],
  "lumo_ev": [-2.071, -2.849],
  "charge": 1,
  "total_energy_ha": -6153.75730,
  "homo_energy_ev": [-10.230, -10.301]
}